[1]
Below is a 12-piece molecular cluster, C14H49F3N20O13 overall at a distorted geometry, with properties calculated with ωB97M-V/def2-TZVPD.

Cartesian coordinates (Å):
O: -1.9166 -2.8796 -4.0093
H: -2.4070 -2.4737 -4.7278
H: -1.5400 -2.2520 -3.3882
H: -1.1992 -3.4130 -4.3591
C: -0.6606 -0.4896 -1.0914
O: -0.0992 -0.4915 0.2089
O: -0.6157 -1.7393 -1.6467
C: -2.1164 0.1109 -1.1737
F: -3.0120 -0.5909 -1.8587
F: -2.6471 0.1908 0.0053
F: -2.1169 1.3534 -1.7911
C: 0.1582 0.7787 0.8038
C: 0.7344 0.4864 2.2524
H: 1.0657 1.4458 2.6497
H: -0.0268 0.1270 2.9449
H: 1.4631 -0.3157 2.3694
H: -0.6039 1.5486 0.6831
H: 1.0078 1.2335 0.2945
H: -0.0516 0.1222 -1.7568
C: -5.8821 1.0831 -2.1611
O: -6.5770 0.6359 -3.0544
N: -5.9624 0.6422 -0.8988
N: -5.0062 2.0248 -2.2449
H: -6.7071 -0.0160 -0.7193
H: -5.3043 0.8884 -0.1732
H: -4.9031 2.2854 -3.2153
H: -4.3220 2.1632 -1.5150
C: 3.4792 -1.5639 0.5551
O: 4.4125 -1.9723 1.2806
N: 3.5584 -0.5595 -0.3091
N: 2.3612 -2.2318 0.4114
H: 2.6290 -0.2465 -0.5507
H: 4.3462 0.0605 -0.4318
H: 2.4000 -2.9984 1.0678
H: 1.5116 -1.7756 0.1110
C: -1.4363 -3.9432 1.2654
O: -1.6109 -4.8623 1.9795
N: -0.4319 -3.8723 0.4656
N: -2.1896 -2.8909 1.0973
H: -0.3854 -3.0593 -0.1319
H: 0.2760 -4.5926 0.4597
H: -2.9355 -2.8424 1.7764
H: -1.9674 -2.1286 0.4731
C: 0.5040 -2.7788 4.6852
O: -0.5016 -2.0959 4.5671
N: 1.1573 -2.9077 5.7667
N: 1.0340 -3.5042 3.7659
H: 1.9049 -3.5828 5.6928
H: 0.7792 -2.5388 6.6275
H: 1.9623 -3.8553 3.9538
H: 0.7324 -3.5340 2.8025
C: 1.6419 -3.4916 -4.0640
O: 0.5519 -3.7186 -4.5893
N: 1.9304 -2.9372 -2.9363
N: 2.7273 -3.8261 -4.6952
H: 1.1742 -2.6779 -2.3191
H: 2.7900 -2.4711 -2.6833
H: 2.4443 -4.4880 -5.4036
H: 3.6362 -3.4283 -4.5060
C: 1.7590 2.0250 -4.7232
O: 2.6247 1.1511 -4.7103
N: 1.4389 2.7377 -5.6968
N: 1.1451 2.5061 -3.6711
H: 0.7631 3.4816 -5.7967
H: 1.9269 2.5698 -6.5650
H: 0.5624 3.3205 -3.8031
H: 1.3919 2.0648 -2.7968
C: 3.9601 0.3731 5.8200
O: 4.7142 1.1317 5.3028
N: 3.4479 -0.6315 5.1966
N: 3.5628 0.3902 7.0935
H: 3.5059 -0.8807 4.2196
H: 3.1428 -1.3371 5.8517
H: 3.1396 -0.4484 7.4647
H: 3.7725 1.1955 7.6658
C: -3.2414 1.8488 -5.1997
O: -3.7653 2.8130 -4.6617
N: -2.9373 0.7562 -4.5770
N: -3.0041 1.8422 -6.4852
H: -3.1399 0.6680 -3.5915
H: -2.7888 -0.0506 -5.1661
H: -3.1977 2.7189 -6.9478
H: -2.3698 1.1542 -6.8651
C: -3.1850 3.1978 0.8030
O: -4.0551 3.3029 0.0001
N: -2.2730 4.1390 1.1800
N: -3.2338 2.6226 1.9778
H: -1.5800 4.0774 1.9122
H: -2.3527 4.9908 0.6432
H: -2.5698 2.8125 2.7147
H: -3.9497 1.9333 2.1576
C: 3.2968 4.1578 3.7548
O: 3.1018 5.0122 2.9286
N: 2.8991 2.8978 3.6654
N: 4.0792 4.4547 4.7446
H: 2.3830 2.5151 2.8861
H: 3.2688 2.1958 4.2903
H: 4.1052 3.7521 5.4697
H: 4.4137 5.3945 4.9029

Cartesian forces, eV/Å:
O -0.532 -1.699 1.828
H -1.474 1.429 -2.267
H 0.732 1.267 1.499
H 1.743 -0.802 -0.617
C 0.419 -1.625 -3.026
O -0.892 0.418 0.428
O -0.404 0.513 1.250
C 0.764 0.093 -1.347
F 0.248 -0.732 -0.904
F -0.810 1.027 2.564
F 0.358 -0.548 1.012
C 2.276 -1.054 0.921
C -1.903 0.648 -0.315
H 0.157 -0.318 0.078
H -0.476 0.163 -0.118
H 0.456 0.334 -0.853
H -0.617 -0.454 0.605
H 0.303 0.097 -0.520
H 0.271 1.103 0.148
C -1.087 -1.381 0.851
O -0.698 -0.124 -0.771
N -1.276 -1.886 2.333
N 1.638 2.017 -1.996
H 0.451 0.020 0.188
H -0.364 0.016 -0.296
H 1.101 0.778 0.060
H -0.263 0.506 -0.570
C 3.765 -0.866 0.940
O -0.907 0.662 -0.471
N -0.286 2.131 -1.134
N -1.523 -1.940 0.953
H 0.448 0.572 -0.662
H -0.246 -0.216 0.470
H -1.001 -0.020 -0.200
H -0.446 -0.339 0.166
C 0.067 0.703 -1.075
O -1.316 -3.469 3.589
N 4.877 -0.005 -2.708
N -3.548 2.306 1.172
H 0.488 -0.132 -0.771
H -0.389 0.141 -0.231
H -0.041 0.532 -0.418
H -0.122 -0.266 0.299
C -4.596 2.410 -1.958
O -0.522 0.511 -0.073
N 3.256 -0.162 5.693
N 2.353 -2.631 -4.427
H -0.218 0.186 1.346
H 0.273 -0.326 -0.177
H -0.268 -0.178 -0.631
H -0.377 0.176 0.235
C -0.911 0.411 -1.046
O -1.052 -0.505 0.691
N -1.176 2.282 4.701
N 2.214 -1.785 -2.896
H -0.526 0.435 -0.087
H 0.078 -0.525 -0.467
H 1.260 0.339 -0.629
H -0.262 -0.607 -0.289
C 2.636 -2.520 3.613
O -0.256 -0.327 -0.087
N -0.720 3.497 -9.043
N -1.076 -0.196 3.776
H 0.020 -0.443 0.697
H -0.098 -0.169 0.098
H 0.047 -0.462 0.944
H -0.604 0.548 0.069
C 0.662 0.160 0.388
O 1.757 3.368 -0.994
N -2.175 -4.350 -1.359
N -0.304 0.642 2.442
H 0.579 0.337 0.217
H -0.600 -0.339 -1.083
H -0.062 0.757 0.369
H 0.079 -0.536 0.022
C -1.346 1.617 1.279
O -0.371 1.512 0.511
N 0.927 -2.424 1.521
N 0.766 0.349 -3.395
H -0.123 -0.121 -0.469
H 0.109 -0.673 0.477
H 0.215 -0.403 -0.140
H -0.169 0.260 -0.272
C 0.620 3.429 4.297
O -0.524 -0.675 -2.322
N 2.541 4.131 -4.022
N -2.486 -6.195 3.324
H -0.310 0.007 -0.603
H 0.757 0.032 0.080
H -0.608 -0.418 -0.374
H 0.309 -0.249 0.098
C 0.031 0.975 -2.455
O -1.447 1.358 -2.204
N -1.161 -2.655 0.254
N 1.980 -0.516 4.204
H 0.383 0.825 0.074
H 0.236 0.161 -0.110
H 0.659 0.469 0.306
H -0.338 -0.399 -0.197

Its spin multiplicity is 2. Its gap between HOMO and LUMO (spin up / spin down) is 2.19 / 7.94 eV. The charge is -1. The LUMO energy (spin up / spin down) is 1.41 / 1.41 eV.



[2]
Below is C14H51AgO12 as an isolated structure at a distorted geometry, with properties calculated with ωB97M-V/def2-TZVPD.

Cartesian coordinates (Å):
Ag: -22.8177 -6.1667 -13.2351
C: -26.8750 -5.7967 -12.7109
C: -25.7435 -4.9323 -12.0978
C: -25.3840 -5.3332 -10.6687
O: -24.6600 -4.8066 -12.9518
H: -26.5475 -6.8346 -12.7642
H: -27.1607 -5.4608 -13.7066
H: -27.7656 -5.7269 -12.0877
H: -26.2129 -3.9397 -12.0705
H: -26.2381 -5.4202 -9.9998
H: -24.6920 -4.5721 -10.3054
H: -24.8492 -6.2844 -10.6237
C: -23.7154 -1.3098 -13.9660
O: -24.3908 -1.9321 -12.8805
H: -24.4022 -0.7889 -14.6370
H: -22.9990 -0.5778 -13.5968
H: -23.2171 -2.0371 -14.6088
H: -24.3916 -2.8782 -13.0473
C: -25.1727 -4.7179 -7.2251
O: -25.1444 -5.3459 -5.9633
H: -24.3897 -3.9544 -7.2899
H: -24.8842 -5.4465 -7.9806
H: -26.1132 -4.1919 -7.4021
H: -25.1168 -4.6972 -5.2563
C: -29.0172 -4.3184 -10.4930
O: -30.4223 -4.2550 -10.6546
H: -28.6771 -5.3086 -10.8030
H: -28.5151 -3.5241 -11.0469
H: -28.7908 -4.2354 -9.4266
H: -30.6478 -3.3777 -10.9725
C: -27.9673 -7.8737 -9.3110
O: -28.5832 -8.4147 -8.1254
H: -28.1296 -8.5685 -10.1311
H: -28.3893 -6.8900 -9.5276
H: -26.9080 -7.7492 -9.0766
H: -28.1599 -8.0383 -7.3500
C: -22.0081 -5.8455 -9.7850
O: -21.7812 -6.2568 -11.1203
H: -22.5464 -4.9015 -9.7472
H: -22.6394 -6.6106 -9.3221
H: -21.0977 -5.8241 -9.1871
H: -20.9999 -6.8169 -11.0803
C: -27.0394 0.1037 -12.8672
O: -27.0927 -1.2663 -13.1577
H: -26.9818 0.3150 -11.7982
H: -26.2334 0.6025 -13.4108
H: -27.9307 0.6054 -13.2468
H: -26.2106 -1.6489 -13.0499
C: -26.9579 -7.3704 -16.8140
O: -26.7019 -6.3250 -17.7572
H: -27.8719 -7.1809 -16.2512
H: -26.9250 -8.3015 -17.3777
H: -26.1407 -7.4539 -16.0892
H: -27.1194 -5.5203 -17.4115
C: -25.9038 -3.3924 -16.1793
O: -27.1910 -3.7711 -16.6056
H: -25.9292 -2.8682 -15.2221
H: -25.3105 -4.3104 -16.1418
H: -25.4212 -2.7339 -16.9056
H: -27.8289 -3.3727 -15.9843
C: -23.5104 -9.1036 -11.4862
O: -24.0193 -8.1670 -12.4395
H: -23.5407 -8.6059 -10.5172
H: -24.1502 -9.9842 -11.4289
H: -22.5096 -9.4648 -11.7219
H: -24.7218 -8.6042 -12.9287
C: -25.9014 -1.8639 -9.5294
O: -24.5482 -2.0649 -9.8678
H: -26.5658 -2.5914 -10.0058
H: -26.0274 -2.1083 -8.4736
H: -26.2088 -0.8340 -9.7114
H: -24.4554 -2.0707 -10.8255
C: -29.5045 -3.6893 -14.1450
O: -28.9159 -2.5646 -14.7760
H: -30.4564 -3.4254 -13.6815
H: -29.7007 -4.4495 -14.9009
H: -28.7758 -4.0323 -13.4068
H: -28.3818 -2.0731 -14.1288

Cartesian forces, eV/Å:
Ag -0.277 -0.186 0.351
C 0.275 -0.592 -0.765
C -0.385 0.608 0.626
C 0.842 -0.172 -0.396
O -0.661 -0.446 0.218
H -0.009 -0.034 0.015
H 0.234 0.027 -0.065
H 0.511 -0.005 -0.077
H -0.063 0.280 -0.009
H -0.170 0.245 -0.213
H -0.217 0.064 0.310
H -0.087 -0.142 -0.236
C 0.244 0.460 -0.810
O -0.166 -0.162 0.223
H -0.264 0.032 0.247
H 0.027 -0.162 0.116
H 0.198 -0.086 0.248
H -0.028 -0.254 -0.132
C 0.872 0.824 0.466
O -0.090 -0.542 -0.004
H 0.028 0.141 -0.012
H -0.568 -0.185 0.007
H -0.203 -0.404 -0.341
H -0.029 0.126 -0.091
C -0.529 -0.058 0.591
O 0.074 -0.023 -0.303
H -0.223 0.313 0.062
H 0.211 -0.088 -0.059
H 0.269 0.168 0.034
H -0.145 0.003 0.057
C -0.075 0.006 1.583
O -0.055 -0.056 -0.741
H 0.019 0.029 0.014
H -0.056 -0.099 -0.206
H 0.215 -0.038 -0.542
H 0.006 0.075 -0.033
C -0.883 -0.528 1.157
O 0.844 -0.064 -0.635
H 0.281 0.086 -0.156
H -0.125 0.178 0.192
H 0.128 0.351 -0.278
H 0.005 -0.038 -0.297
C -0.126 1.148 -0.260
O -0.369 -0.717 -0.022
H 0.179 -0.089 0.018
H 0.287 -0.107 0.249
H -0.219 -0.363 0.075
H 0.171 0.222 0.057
C 0.751 0.601 -0.584
O -0.245 -0.313 0.600
H -0.230 -0.401 -0.197
H -0.571 -0.094 0.165
H 0.169 0.148 0.211
H 0.198 0.130 -0.132
C 0.259 -0.272 -0.429
O -0.356 0.039 0.261
H 0.032 -0.135 0.150
H 0.263 0.122 0.321
H -0.088 0.082 -0.052
H -0.198 0.218 -0.240
C -0.247 -0.258 0.581
O 0.045 -0.011 -0.459
H 0.253 -0.150 0.051
H -0.073 0.077 -0.013
H 0.060 0.311 -0.131
H 0.052 0.105 -0.190
C -0.188 -0.403 0.424
O 0.299 -0.415 0.071
H -0.086 0.220 -0.471
H 0.240 0.392 0.094
H -0.211 -0.067 -0.047
H 0.025 0.357 -0.158
C 0.260 0.420 0.120
O 0.022 0.083 -0.505
H 0.037 -0.074 0.162
H 0.116 -0.076 0.073
H -0.489 -0.453 0.147
H 0.000 0.066 -0.056

Its spin multiplicity is 2. Its gap between HOMO and LUMO (spin up / spin down) is 7.55 / 5.30 eV. The charge is +1. The LUMO energy (spin up / spin down) is -4.35 / -6.60 eV.



Calculated molar mass in order - 762.67 519.42 g mol⁻¹